The following is a quantum chemistry calculation of a 2-piece molecular cluster, C9H14F3I overall in a non-equilibrium geometry, from OMol25.

Its relative energy (zero: lowest compared OMol25 entry of this formula, charge and spin) is 275.49 kJ/mol. As for the HOMO energy: -9.5274 eV. The calculation puts the total energy at -948.436729 a.u. The multiplicity is 1.

The geometry in XYZ format:
```
27
Properties=species:S:1:pos:R:3:forces:R:3:lowdin_charge:R:1
C -0.305 1.637 0.698 -0.30 -1.93 0.47 -0.273
C 0.674 2.386 1.117 -0.06 4.68 1.62 -0.100
C -0.860 -0.599 1.715 -1.47 1.62 -0.50 -0.025
C -0.032 -1.825 -1.070 0.60 1.57 0.74 -0.061
C -2.013 -0.314 -1.098 0.96 1.23 -2.23 -0.041
C 0.219 0.414 -1.937 0.43 0.68 -1.33 -0.068
C -0.165 0.124 0.554 0.47 0.73 -1.26 -0.270
C 3.760 -0.330 1.887 -1.06 0.09 0.66 -0.466
C -0.473 -0.379 -0.895 -2.52 -0.39 0.80 -0.599
F -1.533 2.195 0.688 -0.16 -0.06 -0.12 0.060
F 1.950 2.044 1.244 0.58 -0.73 -0.21 -0.001
F 2.521 -0.319 2.348 1.04 -0.11 -0.01 -0.161
I 3.573 -0.753 -0.158 0.53 -0.13 -0.46 0.885
H -0.667 -1.656 1.718 -0.71 -0.63 -0.48 0.072
H -1.968 -0.213 1.769 1.97 -1.40 -0.04 0.131
H -0.389 -0.307 2.624 0.29 0.67 0.85 0.062
H 1.005 -1.858 -0.847 1.19 -0.17 -0.23 -0.006
H -0.221 -2.239 -2.015 -0.32 -0.34 -1.44 0.081
H -0.430 -2.437 -0.343 -1.37 -1.47 1.51 0.054
H -2.264 -0.644 -2.150 0.11 0.00 1.20 0.103
H -2.420 0.706 -1.010 0.31 -0.21 0.02 0.085
H -2.467 -0.891 -0.362 -1.11 -1.27 0.99 0.046
H -0.318 0.164 -2.925 1.37 0.28 1.16 0.112
H 0.054 1.530 -1.787 0.74 -1.29 -0.21 0.106
H 1.310 0.033 -1.884 -1.51 1.38 -0.75 0.049
H 0.921 0.036 0.595 0.03 -0.34 0.48 0.051
H 0.538 3.492 1.523 -0.01 -2.45 -1.23 0.173
```
Positions in Å, forces in eV/Å.